{"formula": "C2H2BrN3", "method": "ωB97M-V with the def2-TZVPD basis set", "homo_energy_ev": [-9.433, -9.434], "e_above_lowest_ev": 3.340, "homo_lumo_gap_ev": [7.8353, 7.8376], "elements": ["C", "C", "N", "N", "N", "Br", "H", "H"], "positions_angstrom": [[-2.506, 2.154, -0.030], [-0.762, 0.987, 0.015], [-2.058, 0.919, -0.160], [-2.433, 3.255, 0.116], [-0.020, 0.010, 0.347], [-3.191, -0.826, 0.125], [0.881, 0.275, 0.085], [-0.451, -0.967, 0.435]], "forces_ev_per_angstrom": [[-1.1, -3.3, -0.1], [-1.3, 0.4, -0.6], [1.1, -1.7, -0.2], [-1.0, 5.7, 0.5], [-1.5, -2.4, 0.3], [0.4, 0.9, 0.1], [2.2, -1.0, 0.1], [1.2, 1.4, -0.2]], "mulliken_charge": [0.45, -0.16, -0.13, -0.31, -0.22, -0.13, 0.32, 0.19]}

---

{"formula": "C2H2BrO2S", "method": "ωB97M-V with the def2-TZVPD basis set", "homo_energy_ev": [-4.159, -4.196], "charge": -1, "e_above_lowest_ev": 0.031, "homo_lumo_gap_ev": [7.2217, 4.1455], "multiplicity": 3, "elements": ["C", "C", "O", "O", "S", "Br", "H", "H"], "positions_angstrom": [[0.732, 0.978, 0.080], [-0.240, -0.178, -0.009], [1.932, 0.637, -0.310], [0.306, 2.121, 0.302], [0.279, -1.638, -0.430], [-3.582, -1.395, 0.671], [-1.356, -0.187, 0.253], [1.930, -0.338, -0.557]], "forces_ev_per_angstrom": [[-5.1, 0.4, -0.3], [-0.9, 2.2, 1.1], [2.3, -0.5, -0.4], [1.9, -1.6, -0.1], [0.3, -2.5, -0.6], [0.3, 0.0, -0.1], [1.1, 0.6, -0.1], [0.0, 1.4, 0.4]], "mulliken_charge": [0.51, 0.18, -0.41, -0.58, -0.27, -0.74, 0.06, 0.25]}

---

{"formula": "C2H2BrO3", "method": "ωB97M-V with the def2-TZVPD basis set", "homo_energy_ev": [-4.514, -4.519], "charge": -1, "e_above_lowest_ev": 4.538, "homo_lumo_gap_ev": [7.3899, 7.3959], "elements": ["C", "C", "O", "O", "O", "Br", "H", "H"], "positions_angstrom": [[0.983, -0.470, -0.643], [-0.467, -0.010, -0.361], [1.832, -0.774, 0.150], [1.011, -0.389, -1.891], [-0.796, 0.350, 2.174], [-1.977, -0.835, -1.058], [-0.413, 1.051, -0.314], [-0.173, 1.076, 1.943]], "forces_ev_per_angstrom": [[-0.6, -1.0, -0.7], [1.2, -0.2, 1.4], [0.4, 0.0, 1.1], [-0.5, 0.5, -0.4], [0.6, 0.5, -2.3], [0.3, 0.2, 0.4], [-1.0, 0.8, -0.1], [-0.5, -0.7, 0.5]], "mulliken_charge": [0.65, -0.10, -0.62, -0.60, -0.80, -0.06, 0.31, 0.23]}

---

{"formula": "C2H2BrO3S", "method": "ωB97M-V with the def2-TZVPD basis set", "homo_energy_ev": -3.948, "charge": -1, "e_above_lowest_ev": 6.095, "homo_lumo_gap_ev": 7.5787, "elements": ["C", "C", "O", "O", "O", "S", "Br", "H", "H"], "positions_angstrom": [[0.056, -0.435, -0.878], [1.736, -0.791, 0.275], [-1.915, 1.411, -0.382], [-1.027, 0.283, 1.601], [-1.264, -0.979, -0.739], [-0.930, 0.453, 0.174], [1.799, 1.180, 0.689], [0.385, -0.018, -1.900], [1.161, -1.105, 1.160]], "forces_ev_per_angstrom": [[3.6, 0.1, 0.6], [-2.2, 0.2, -1.7], [1.7, -0.6, 0.6], [0.6, -0.6, -0.5], [0.4, 0.1, 0.7], [-4.3, 0.9, -1.4], [0.9, 0.4, 0.1], [-0.7, -0.5, 1.6], [-0.1, 0.0, 0.0]], "mulliken_charge": [-0.05, -0.36, -0.66, -0.51, -0.43, 0.92, -0.28, 0.23, 0.15]}

---

{"formula": "C2H2CdFLiO2", "method": "ωB97M-V with the def2-TZVPD basis set", "homo_energy_ev": [-12.657, -14.037], "charge": 1, "homo_lumo_gap_ev": [8.3841, 7.8598], "multiplicity": 2, "elements": ["H", "O", "C", "C", "O", "Li", "Cd", "F", "H"], "positions_angstrom": [[1.577, 0.392, 0.991], [-0.411, 2.050, -0.194], [0.472, 1.477, 0.444], [0.830, 0.082, -0.001], [-0.249, -0.588, -0.395], [-1.625, 0.731, -0.925], [-0.368, -2.524, -0.665], [0.624, 1.937, 1.720], [1.721, -0.040, -0.645]], "forces_ev_per_angstrom": [[-1.3, -4.8, -0.1], [1.0, -0.1, 1.0], [-5.3, 2.7, -2.2], [6.4, 3.5, 2.8], [-1.6, 1.6, 0.9], [0.4, 0.2, 0.1], [-0.1, -2.9, -0.3], [1.0, -0.8, -1.8], [-0.7, 0.8, -0.4]], "mulliken_charge": [0.23, -0.67, 0.74, -0.17, -0.82, 0.89, 0.65, -0.16, 0.32]}

---

{"formula": "C2H2Cl2", "method": "ωB97M-V with the def2-TZVPD basis set", "homo_energy_ev": -9.815, "smiles": "C=C(Cl)Cl", "e_above_lowest_ev": 0.017, "homo_lumo_gap_ev": 10.6751, "elements": ["C", "C", "Cl", "Cl", "H", "H"], "positions_angstrom": [[0.281, 0.576, -0.461], [-0.189, -0.388, 0.311], [-1.208, -0.093, 1.664], [0.160, -2.052, 0.052], [0.915, 0.352, -1.299], [0.040, 1.605, -0.268]], "forces_ev_per_angstrom": [[-0.1, -0.1, 0.1], [0.1, 0.2, -0.1], [-0.1, 0.1, 0.1], [0.1, -0.1, -0.1], [0.1, -0.1, -0.1], [-0.1, 0.2, 0.1]], "mulliken_charge": [-0.71, 0.52, -0.16, -0.16, 0.26, 0.26]}

---

{"formula": "C2H2Cl2F2", "method": "ωB97M-V with the def2-TZVPD basis set", "homo_energy_ev": -8.961, "e_above_lowest_ev": 3.666, "homo_lumo_gap_ev": 9.2086, "elements": ["C", "C", "F", "F", "Cl", "Cl", "H", "H"], "positions_angstrom": [[-0.041, 0.554, -0.183], [2.793, -0.358, 0.217], [0.597, 0.405, -1.365], [3.304, -0.642, 1.375], [1.096, 1.189, 0.919], [3.827, 0.594, -0.769], [-0.770, 1.347, -0.157], [-0.373, -0.521, -0.006]], "forces_ev_per_angstrom": [[-0.5, -2.3, -0.6], [-1.1, -2.0, -0.7], [-0.2, 0.7, -1.3], [1.0, 0.6, 0.2], [0.6, 1.1, 2.1], [0.9, 0.5, 0.2], [-0.9, -0.3, -0.7], [0.1, 1.7, 0.8]], "mulliken_charge": [0.03, -0.03, -0.21, -0.08, -0.11, -0.05, 0.19, 0.25]}

---

{"formula": "C2H2Cl2I2", "method": "ωB97M-V with the def2-TZVPD basis set", "homo_energy_ev": -9.601, "e_above_lowest_ev": 0.507, "homo_lumo_gap_ev": 8.7008, "elements": ["C", "C", "Cl", "Cl", "I", "I", "H", "H"], "positions_angstrom": [[0.580, 0.003, -0.167], [1.716, 0.532, 0.859], [1.010, -0.232, -1.824], [2.971, -0.750, 0.931], [2.362, 2.560, 0.178], [0.734, 0.765, 2.774], [-0.120, 0.867, -0.027], [0.369, -0.932, 0.374]], "forces_ev_per_angstrom": [[0.8, 1.7, 3.1], [-0.2, -0.2, -1.5], [0.3, 0.0, -0.2], [-0.2, 1.0, 0.1], [0.0, -1.2, 0.3], [0.3, -0.1, -0.4], [-0.2, -1.4, -0.6], [-0.8, 0.2, -0.8]], "mulliken_charge": [-0.54, -0.38, -0.11, -0.10, 0.16, 0.22, 0.37, 0.37]}

---

{"formula": "C2H2Cl2O", "method": "ωB97M-V with the def2-TZVPD basis set", "homo_energy_ev": [-6.584, -11.251], "e_above_lowest_ev": 1.713, "homo_lumo_gap_ev": [7.1617, 8.6641], "multiplicity": 3, "elements": ["C", "C", "O", "Cl", "Cl", "H", "H"], "positions_angstrom": [[0.593, -0.166, -0.725], [-0.354, 0.000, 1.172], [-0.098, 0.081, 2.348], [-0.588, -1.183, -1.467], [0.318, 1.475, -1.331], [1.642, -0.319, -0.869], [-1.512, 0.113, 0.872]], "forces_ev_per_angstrom": [[0.4, 1.6, -4.9], [-2.6, -0.5, 5.9], [-0.3, 0.3, -2.5], [0.6, -0.7, 0.4], [0.2, 0.0, 0.7], [0.5, -1.0, 0.2], [1.3, 0.3, 0.2]], "mulliken_charge": [-0.15, 0.07, -0.30, -0.10, -0.12, 0.39, 0.21]}

---

{"formula": "C2H2Cl2O2", "method": "ωB97M-V with the def2-TZVPD basis set", "homo_energy_ev": -10.769, "e_above_lowest_ev": 2.310, "homo_lumo_gap_ev": 10.3564, "elements": ["C", "C", "O", "O", "Cl", "Cl", "H", "H"], "positions_angstrom": [[-1.412, -0.190, 0.231], [1.303, 0.025, -0.078], [-1.394, 0.069, 1.413], [-0.424, -0.330, -0.613], [-2.927, -0.622, -0.595], [1.574, 1.546, -0.795], [1.400, 0.125, 0.966], [1.881, -0.624, -0.529]], "forces_ev_per_angstrom": [[0.4, -0.3, 2.0], [-5.2, 3.6, 0.4], [0.1, -0.1, -1.7], [3.1, 0.2, 0.5], [0.3, 0.2, 0.0], [0.1, 0.5, -0.2], [-0.7, -0.4, 1.2], [2.0, -3.9, -2.3]], "mulliken_charge": [0.69, -0.09, -0.48, -0.41, -0.16, -0.08, 0.28, 0.26]}

---

{"formula": "C2H2Cl2S2", "method": "ωB97M-V with the def2-TZVPD basis set", "homo_energy_ev": -9.631, "smiles": "S=C(Cl)[C@H](S)Cl", "e_above_lowest_ev": 0.330, "homo_lumo_gap_ev": 8.3477, "elements": ["S", "C", "Cl", "C", "S", "Cl", "H", "H"], "positions_angstrom": [[-2.056, 0.521, 1.312], [-1.006, -0.007, 0.197], [-1.496, -0.147, -1.499], [0.459, -0.065, 0.439], [1.486, 0.780, -0.714], [0.920, -1.825, 0.750], [0.522, 0.473, 1.425], [1.171, 0.270, -1.910]], "forces_ev_per_angstrom": [[0.5, -0.7, -0.6], [-1.5, 1.3, -0.6], [0.1, -0.5, 0.7], [0.0, -0.6, 1.3], [0.9, 0.9, 0.1], [-0.2, 0.7, -0.2], [0.7, -0.7, -1.0], [-0.4, -0.4, 0.2]], "mulliken_charge": [-0.16, 0.20, -0.14, -0.05, -0.13, -0.14, 0.27, 0.15]}

---

{"formula": "C2H2Cl2Si", "method": "ωB97M-V with the def2-TZVPD basis set", "homo_energy_ev": -9.649, "e_above_lowest_ev": 2.393, "homo_lumo_gap_ev": 8.3287, "elements": ["C", "C", "Si", "Cl", "Cl", "H", "H"], "positions_angstrom": [[-2.525, -0.512, 0.351], [-1.483, -0.145, -0.133], [0.053, 0.156, -1.134], [3.609, -0.699, 0.024], [0.948, 1.666, 0.029], [-3.428, -0.793, 0.813], [2.825, 0.327, 0.051]], "forces_ev_per_angstrom": [[0.2, 0.1, 0.0], [0.5, 0.2, -0.2], [-0.2, -0.2, -0.1], [0.0, 0.0, 0.0], [-0.2, 0.1, 0.1], [-0.4, -0.2, 0.2], [0.2, -0.1, 0.0]], "mulliken_charge": [0.38, -0.64, 0.15, -0.23, -0.26, 0.38, 0.21]}

---

{"formula": "C2H2Cl2Si", "method": "ωB97M-V with the def2-TZVPD basis set", "homo_energy_ev": -9.009, "e_above_lowest_ev": 3.506, "homo_lumo_gap_ev": 6.9344, "elements": ["C", "C", "Si", "Cl", "Cl", "H", "H"], "positions_angstrom": [[0.085, -2.101, -0.450], [-0.055, -0.913, -0.212], [0.104, 0.939, -0.256], [-1.434, 2.204, 2.152], [1.990, 1.382, 0.175], [0.350, -3.070, -0.818], [-1.040, 1.559, -0.591]], "forces_ev_per_angstrom": [[0.2, 1.6, -0.2], [0.4, 0.1, -0.5], [0.6, -3.0, 3.8], [1.1, -0.9, -1.5], [-0.2, 0.5, -0.4], [-0.3, -0.1, 0.4], [-1.9, 1.9, -1.5]], "mulliken_charge": [0.48, -0.78, 0.60, -0.60, -0.05, 0.36, -0.01]}

---

{"formula": "C2H2Cl3F", "method": "ωB97M-V with the def2-TZVPD basis set", "homo_energy_ev": -11.335, "smiles": "F[C@H](Cl)C(Cl)Cl", "e_above_lowest_ev": 0.350, "homo_lumo_gap_ev": 12.1169, "elements": ["F", "C", "Cl", "C", "Cl", "Cl", "H", "H"], "positions_angstrom": [[0.443, -1.674, -0.216], [0.554, -0.313, -0.436], [2.177, 0.194, 0.195], [-0.583, 0.286, 0.407], [-2.080, -0.576, 0.108], [-0.579, 1.975, -0.138], [0.393, -0.076, -1.469], [-0.325, 0.184, 1.548]], "forces_ev_per_angstrom": [[0.7, 0.3, -0.6], [-0.3, -1.4, 2.0], [-1.0, -0.1, -0.6], [1.5, 0.2, 1.7], [-0.2, 0.3, -0.1], [-0.6, 0.2, 0.5], [0.4, 0.0, -0.6], [-0.6, 0.5, -2.3]], "mulliken_charge": [-0.22, -0.07, -0.13, 0.01, -0.12, -0.14, 0.36, 0.32]}

---

{"formula": "C2H2Cl3NO", "method": "ωB97M-V with the def2-TZVPD basis set", "homo_energy_ev": [-7.914, -10.867], "e_above_lowest_ev": 4.122, "homo_lumo_gap_ev": [8.4977, 7.7520], "multiplicity": 3, "elements": ["C", "C", "N", "O", "Cl", "Cl", "Cl", "H", "H"], "positions_angstrom": [[1.240, -0.026, -1.375], [-0.878, 0.822, 1.067], [1.040, -1.264, -1.900], [2.148, -0.875, -1.009], [-1.356, 2.482, 1.410], [-2.269, -0.113, 0.476], [-0.202, 0.053, 2.509], [-0.114, 0.826, 0.274], [0.391, -1.904, -1.452]], "forces_ev_per_angstrom": [[-1.3, 1.6, 0.0], [0.0, -0.1, -0.1], [-1.1, -1.1, -2.9], [2.6, -0.8, 1.9], [0.1, 0.0, 0.0], [0.2, 0.1, 0.0], [0.0, 0.1, -0.2], [-0.3, 0.0, 0.4], [-0.1, 0.2, 0.9]], "mulliken_charge": [0.35, 0.55, -0.38, -0.24, -0.12, -0.14, -0.12, -0.17, 0.27]}

---

{"formula": "C2H2Cl3P", "method": "ωB97M-V with the def2-TZVPD basis set", "homo_energy_ev": -9.289, "smiles": "ClC/C(Cl)=P/Cl", "e_above_lowest_ev": 1.925, "homo_lumo_gap_ev": 8.6733, "elements": ["Cl", "C", "C", "Cl", "P", "Cl", "H", "H"], "positions_angstrom": [[2.208, 1.450, 0.424], [1.124, -0.069, -0.031], [-0.462, -0.028, 0.150], [-0.959, 1.582, -0.191], [-1.506, -1.391, 0.416], [-3.344, -0.694, 0.057], [1.242, -0.089, -1.201], [1.697, -0.761, 0.377]], "forces_ev_per_angstrom": [[-1.5, -1.3, -0.2], [-2.6, 4.0, -4.2], [1.2, -0.4, 0.3], [-0.6, -0.2, -0.1], [2.4, 1.1, -0.1], [-0.6, 0.4, -0.1], [-0.1, 0.0, 2.3], [1.8, -3.7, 2.0]], "mulliken_charge": [-0.18, -0.67, 0.38, -0.15, 0.10, -0.18, 0.29, 0.41]}

---

{"formula": "C2H2Cl4Si", "method": "ωB97M-V with the def2-TZVPD basis set", "homo_energy_ev": -10.412, "smiles": "Cl[SiH](Cl)Cl.C#CCl", "e_above_lowest_ev": 2.546, "homo_lumo_gap_ev": 10.9586, "elements": ["Cl", "Si", "Cl", "Cl", "H", "C", "C", "Cl", "H"], "positions_angstrom": [[-1.808, 1.056, 1.444], [-1.994, 0.479, -0.447], [-3.827, 0.932, -1.178], [-1.783, -1.449, -0.474], [-1.232, 1.514, -1.175], [2.154, -0.858, 0.949], [2.944, -0.553, 0.102], [4.064, -0.010, -1.029], [1.483, -1.110, 1.808]], "forces_ev_per_angstrom": [[0.1, 0.3, 1.4], [-0.5, 2.6, -0.7], [-0.7, -0.1, -0.1], [0.6, -2.0, -0.4], [0.5, -0.9, -0.2], [-0.9, -0.4, 1.4], [0.7, 0.5, -0.6], [-0.9, -0.5, 0.8], [1.1, 0.4, -1.6]], "mulliken_charge": [-0.21, 0.67, -0.23, -0.13, -0.11, -0.32, 0.15, -0.13, 0.31]}

---

{"formula": "C2H2ClF3", "method": "ωB97M-V with the def2-TZVPD basis set", "homo_energy_ev": -9.350, "e_above_lowest_ev": 3.108, "homo_lumo_gap_ev": 9.7563, "elements": ["C", "C", "F", "F", "F", "Cl", "H", "H"], "positions_angstrom": [[1.174, -0.316, 0.021], [-1.001, 0.406, -0.043], [1.068, -1.565, -0.401], [-1.005, 1.277, 0.982], [-1.304, 1.046, -1.157], [-1.972, -0.990, 0.298], [1.476, -0.203, 1.045], [1.563, 0.346, -0.745]], "forces_ev_per_angstrom": [[-3.8, 1.5, -1.2], [4.3, -0.9, 1.2], [0.3, -0.6, 0.1], [-0.5, 0.1, -0.2], [-0.2, -0.2, -0.1], [-0.2, 0.1, -0.3], [0.0, 0.0, 0.3], [0.2, 0.0, 0.2]], "mulliken_charge": [-0.26, 0.38, -0.21, -0.21, -0.18, -0.11, 0.30, 0.29]}

---

{"formula": "C2H2ClF3O2S", "method": "ωB97M-V with the def2-TZVPD basis set", "homo_energy_ev": -11.813, "e_above_lowest_ev": 0.000, "homo_lumo_gap_ev": 12.1904, "elements": ["C", "C", "O", "O", "F", "F", "F", "S", "Cl", "H", "H"], "positions_angstrom": [[0.575, 0.433, -0.395], [-1.277, 0.784, 0.017], [-0.018, -2.209, -0.154], [0.929, -1.047, 1.768], [-1.816, -0.396, 0.245], [-1.459, 1.596, 1.014], [2.335, -1.367, -0.115], [0.799, -1.164, 0.390], [-2.031, 1.527, -1.421], [1.166, 1.321, 0.159], [0.798, 0.523, -1.509]], "forces_ev_per_angstrom": [[-2.1, 3.0, 1.3], [3.0, -0.6, -2.9], [1.1, 1.2, -0.2], [-0.1, 0.7, 2.3], [-0.5, 0.2, 0.4], [0.4, 0.1, 1.0], [-1.3, -0.1, 0.0], [1.1, -1.1, -2.7], [0.3, -0.3, 0.2], [-1.3, -2.5, -1.0], [-0.7, -0.7, 1.6]], "mulliken_charge": [-0.70, 0.61, -0.53, -0.52, -0.20, -0.17, -0.25, 1.16, -0.15, 0.35, 0.39]}

---

{"formula": "C2H2ClN", "method": "ωB97M-V with the def2-TZVPD basis set", "homo_energy_ev": -8.362, "e_above_lowest_ev": 2.591, "homo_lumo_gap_ev": 8.4761, "elements": ["C", "C", "N", "Cl", "H", "H"], "positions_angstrom": [[1.388, 0.612, 0.036], [-1.121, -0.086, 0.029], [0.203, 0.154, 0.065], [2.714, -0.362, 0.017], [-1.294, -0.354, -1.030], [-1.891, 0.035, 0.884]], "forces_ev_per_angstrom": [[-4.2, 0.4, -0.4], [3.5, 0.7, -0.6], [-1.3, 0.3, 1.3], [1.3, -1.2, 0.3], [-1.2, 0.2, 0.9], [1.9, -0.4, -1.5]], "mulliken_charge": [0.05, -0.28, -0.17, -0.08, 0.23, 0.25]}

---

no.,calculated total energy (eV)
1,-76615.1743
2,-87079.1404
3,-78289.2349
4,-89122.1593
5,-13678.6947
6,-27150.5724
7,-32582.5609
8,-43351.7748
9,-29192.8472
10,-31244.6963
11,-48820.8094
12,-35027.4044
13,-35026.2916
14,-42390.9244
15,-43203.0196
16,-48961.2925
17,-60075.1706
18,-22778.6101
19,-37709.5756
20,-16115.4910